[1]
A molecular structure, I2O2S. Source: the OMol25 dataset; level of theory: the ωB97M-V functional and the def2-TZVPD basis.

```
! RIJCOSX wB97M-V def2-TZVPD def2/J DEFGRID3
* xyz 0 1
O -0.24 0.89 1.00
O 1.24 -0.54 -0.49
S 0.06 0.30 -0.34
I -4.23 -0.05 0.11
I -2.36 -1.84 -0.16
*
```

Energy above the lowest of the compared OMol25 structures with the same formula, charge and spin = 3.4 kcal per mole
LUMO = -1.831 eV
Orbital gap = 0.290 hartree



[2]
C4H5NO in the gas phase. Source: the OMol25 dataset; level of theory: the ωB97M-V functional and the def2-TZVPD basis.

```
! RIJCOSX wB97M-V def2-TZVPD def2/J DEFGRID3
* xyz 0 1
H -0.33 0.31 -2.82
N -0.60 -0.38 -2.14
C -0.27 -0.06 -0.96
C -0.62 -0.86 0.19
C -0.04 -0.48 1.31
C 0.67 0.90 0.91
O 0.44 1.02 -0.51
H -1.22 -1.72 0.13
H 0.02 -1.58 1.46
H 1.75 1.03 1.07
H 0.19 1.80 1.36
*
```

Energy above the lowest of the compared OMol25 structures with the same formula, charge and spin = 70.2 kcal per mole
SMILES = [H]/N=C1/C=CCO1
LUMO = 0.714 eV
Orbital gap = 0.379 hartree



[3]
A molecular structure, C45H57BN7P2PdS2Si2. Source: the OMol25 dataset; level of theory: the ωB97M-V functional and the def2-TZVPD basis.

```
! RIJCOSX wB97M-V def2-TZVPD def2/J DEFGRID3
* xyz 1 5
Pd -0.84 1.18 -0.35
C 3.80 0.32 3.80
Si 2.44 0.67 2.59
C 0.87 1.22 3.56
C 2.87 2.24 1.73
N 2.01 -0.67 1.55
P 1.89 -0.74 -0.03
C 0.38 -0.27 -0.69
P -0.51 -0.59 -2.23
N -1.94 0.18 -2.08
Si -3.50 -0.09 -2.78
C -3.13 -0.48 -4.58
C -4.59 -1.47 -2.03
C -4.29 1.62 -2.54
C 0.49 -0.06 -3.67
C 0.22 1.17 -4.25
C 0.92 1.64 -5.33
C 2.06 0.94 -5.75
C 2.40 -0.23 -5.06
C 1.60 -0.76 -4.00
C -0.88 -2.33 -2.41
C -1.44 -3.01 -1.32
C -1.83 -4.32 -1.36
C -1.73 -5.05 -2.49
C -1.07 -4.43 -3.59
C -0.67 -3.07 -3.62
C 2.23 -2.49 -0.41
C 3.35 -2.93 -1.13
C 3.71 -4.28 -1.28
C 2.85 -5.31 -0.81
C 1.71 -4.87 -0.14
C 1.37 -3.50 0.00
C 3.15 0.31 -0.78
C 2.84 1.38 -1.54
C 3.87 2.25 -2.04
C 5.16 2.14 -1.53
C 5.47 0.97 -0.79
C 4.47 0.02 -0.44
H 3.54 0.73 4.77
H 4.77 0.73 3.55
H 3.87 -0.76 3.85
H 1.13 2.06 4.23
H 0.49 0.35 4.12
H 0.12 1.56 2.83
H 2.92 3.00 2.54
H 2.12 2.60 1.02
H 3.87 2.30 1.24
H -3.93 -1.04 -5.04
H -2.28 -1.20 -4.69
H -2.95 0.45 -5.13
H -5.42 -1.60 -2.68
H -4.86 -1.20 -0.97
H -4.02 -2.41 -2.04
H -3.85 2.37 -3.29
H -4.02 2.00 -1.53
H -5.35 1.64 -2.79
H -0.67 1.77 -3.84
H 0.56 2.54 -5.81
H 2.76 1.34 -6.51
H 3.18 -0.85 -5.38
H 1.87 -1.72 -3.58
H -1.56 -2.49 -0.34
H -2.18 -4.77 -0.42
H -2.04 -6.11 -2.59
H -0.87 -5.03 -4.47
H -0.18 -2.60 -4.48
H 4.01 -2.21 -1.61
H 4.62 -4.66 -1.79
H 3.12 -6.39 -0.91
H 1.06 -5.60 0.39
H 0.45 -3.26 0.51
H 1.79 1.67 -1.65
H 3.60 3.05 -2.72
H 5.95 2.89 -1.55
H 6.47 0.82 -0.43
H 4.70 -0.87 0.14
C 1.50 5.88 -0.76
N 0.57 5.55 0.30
C 0.50 6.01 1.63
C -0.70 5.56 2.15
N -1.29 4.72 1.21
B -2.66 4.10 1.37
N -2.93 3.08 2.51
C -3.13 3.39 3.91
C -3.37 2.24 4.59
N -3.49 1.23 3.61
C -3.67 -0.21 3.79
C -3.19 1.71 2.33
S -3.03 0.72 0.97
C -0.50 4.59 0.11
S -0.76 3.71 -1.24
H 1.03 6.56 -1.52
H 1.83 4.93 -1.23
H 2.43 6.40 -0.39
H 1.23 6.73 1.94
H -1.25 5.78 3.05
H -2.95 3.55 0.27
H -3.49 4.97 1.56
H -3.15 4.43 4.23
H -3.54 2.11 5.63
H -4.34 -0.64 3.01
H -4.09 -0.45 4.77
H -2.74 -0.74 3.74
N -0.84 -1.62 2.03
C -0.94 -2.53 3.04
C 0.28 -2.83 3.77
C 0.17 -3.54 4.94
C -1.02 -4.16 5.27
C -2.17 -3.95 4.56
C -2.12 -3.17 3.39
H 0.09 -1.16 1.78
H -1.71 -1.15 1.68
H 1.29 -2.60 3.35
H 0.91 -3.54 5.74
H -1.05 -4.78 6.13
H -3.18 -4.24 4.91
H -2.98 -3.06 2.73
*
```

LUMO (alpha / beta) = -2.127 / -6.388 eV
<S²> = 6.038
Orbital gap (alpha / beta) = 0.258 / 0.100 hartree



[4]
A molecular structure, C19H23BrN9ORuS3. Source: the OMol25 dataset; level of theory: the ωB97M-V functional and the def2-TZVPD basis.

```
! RIJCOSX wB97M-V def2-TZVPD def2/J DEFGRID3
* xyz 3 5
Ru 0.42 -0.32 -0.26
C -3.48 3.22 -1.99
C -3.46 1.96 -1.22
N -4.48 1.36 -0.68
N -3.98 0.26 -0.07
C -2.67 0.15 -0.20
S -1.65 -1.16 0.29
N -2.31 1.23 -0.93
N -0.99 1.51 -1.29
H -4.51 3.46 -2.23
H -2.92 3.12 -2.92
H -3.06 4.04 -1.41
H -4.61 -0.38 0.41
H -0.93 1.61 -2.30
H -0.72 2.39 -0.83
Br -3.39 0.71 -6.40
C -2.21 0.09 -5.09
C -1.03 0.79 -4.83
C -0.17 0.34 -3.85
C -0.48 -0.81 -3.13
C -1.63 -1.54 -3.41
C -2.50 -1.08 -4.39
N 0.43 -1.26 -2.11
C 1.15 -2.31 -2.27
C 2.11 -2.61 -1.23
C 2.95 -3.68 -1.31
C 3.92 -3.84 -0.31
C 4.02 -2.90 0.67
C 3.13 -1.80 0.70
N 2.15 -1.68 -0.22
H -0.78 1.65 -5.43
H 0.79 0.83 -3.70
H -1.85 -2.44 -2.87
H -3.40 -1.63 -4.62
H 1.09 -2.91 -3.17
H 2.87 -4.38 -2.14
H 4.61 -4.68 -0.33
H 4.79 -2.97 1.43
H 2.73 0.03 1.52
O 3.46 -0.09 4.02
S 4.26 -0.84 3.03
N 3.24 -0.84 1.65
C 1.30 3.05 3.98
N 0.77 1.69 4.03
C 0.47 1.07 5.33
C 0.11 -0.38 4.96
N 0.02 -0.29 3.49
C 0.50 0.87 3.05
S 0.72 1.35 1.38
H 0.55 3.75 4.32
H 1.60 3.30 2.96
H 2.17 3.10 4.63
H -0.36 1.60 5.80
H 1.35 1.14 5.97
H -0.84 -0.69 5.39
H 0.88 -1.08 5.24
H -0.14 -1.08 2.89
*
```

Energy above the lowest of the compared OMol25 structures with the same formula, charge and spin = 0.0 kcal per mole
LUMO (alpha / beta) = -10.278 / -11.410 eV
<S²> = 6.028
Orbital gap (alpha / beta) = 0.229 / 0.187 hartree



[5]
2 unconnected molecules or ions with the total composition C3H10S2. Source: the OMol25 dataset; level of theory: the ωB97M-V functional and the def2-TZVPD basis.

```
! RIJCOSX wB97M-V def2-TZVPD def2/J DEFGRID3
* xyz 0 1
C -1.41 -0.42 -0.44
C -1.06 -1.85 -0.03
C -2.19 -2.85 -0.20
H -1.40 -0.30 -1.51
H -0.88 0.37 0.08
H -2.44 -0.26 -0.09
H -0.73 -1.88 1.02
H -0.18 -2.22 -0.56
H -1.74 -3.79 -0.53
H -2.95 -2.99 0.57
H -2.78 -2.50 -1.08
S 5.45 5.03 1.30
S 3.44 5.30 0.91
H 5.85 4.09 0.44
H 3.04 4.30 0.12
*
```

Energy above the lowest of the compared OMol25 structures with the same formula, charge and spin = 20.8 kcal per mole
SMILES = CCC.SS
LUMO = 0.250 eV
Orbital gap = 0.324 hartree